{
  "formula": "C22H27N3O4",
  "method": "wB97M-V/def2-TZVPD",
  "smiles": "COc1ccc(C(=O)NC2CCN(CC(=O)Nc3cccc(OC)c3)CC2)cc1",
  "gap_ev": 9.04,
  "total_charge": 0,
  "e_tot_ha": -1319.78106,
  "species": ["C", "O", "C", "C", "C", "C", "C", "O", "N", "C", "C", "C", "N", "C", "C", "O", "N", "C", "C", "C", "C", "C", "O", "C", "C", "C", "C", "C", "C", "H", "H", "H", "H", "H", "H", "H", "H", "H", "H", "H", "H", "H", "H", "H", "H", "H", "H", "H", "H", "H", "H", "H", "H", "H", "H", "H"],
  "xyz": [[5.53701, -3.22716, 4.30175], [4.37990, -2.44597, 4.12261], [3.76722, -2.45741, 2.90980], [4.20067, -3.17809, 1.80094], [3.48908, -3.10949, 0.61839], [2.35164, -2.31947, 0.50243], [1.64136, -2.30846, -0.80810], [1.67957, -3.25060, -1.57823], [0.96685, -1.16751, -1.08247], [0.21197, -0.96052, -2.29837], [-1.28523, -0.86093, -1.98656], [-2.06908, -0.53642, -3.26578], [-1.60640, 0.64172, -3.96759], [-2.11945, 1.91643, -3.50649], [-1.91821, 2.23183, -2.01834], [-0.87257, 2.66516, -1.57804], [-3.01480, 1.95315, -1.26130], [-3.17769, 2.01797, 0.12940], [-4.41469, 1.65553, 0.65246], [-4.61657, 1.69230, 2.02067], [-3.60251, 2.08176, 2.87021], [-2.35910, 2.44511, 2.34972], [-1.41879, 2.81312, 3.25880], [-0.14807, 3.20509, 2.79528], [-2.14758, 2.41215, 0.97673], [-0.18814, 0.56168, -4.24884], [0.68154, 0.30722, -3.01287], [1.91406, -1.61100, 1.62050], [2.61033, -1.68058, 2.80671], [5.84121, -3.06955, 5.33529], [6.34447, -2.90844, 3.63481], [5.33219, -4.29066, 4.14341], [5.08316, -3.79620, 1.84842], [3.81031, -3.67432, -0.24369], [1.01287, -0.39162, -0.44188], [0.39915, -1.83902, -2.92598], [-1.63924, -1.80560, -1.57055], [-1.43759, -0.08418, -1.23495], [-3.13262, -0.42129, -3.04148], [-1.96236, -1.37860, -3.95863], [-1.61532, 2.69850, -4.07896], [-3.18891, 1.94761, -3.74803], [-3.83329, 1.61932, -1.75176], [-5.21210, 1.34757, -0.00848], [-5.57706, 1.41260, 2.42597], [-3.74497, 2.11529, 3.93794], [-0.21142, 4.07327, 2.13248], [0.35955, 2.38792, 2.27308], [0.42028, 3.47040, 3.68529], [-1.20285, 2.69411, 0.54682], [0.12276, 1.48444, -4.74188], [-0.05424, -0.26511, -4.95568], [1.72424, 0.19868, -3.31452], [0.60679, 1.15900, -2.33491], [1.00573, -1.02645, 1.58310], [2.27692, -1.14433, 3.68133]]
}

=====

{
  "formula": "C22H27NO10",
  "method": "wB97M-V/def2-TZVPD",
  "smiles": "C#C[C@@](C[C@H]1CO1)(OC(=O)OCC)c1ccncc1.C[C@@H]1COC(=O)O1.C[C@@H]1COC(=O)O1",
  "gap_ev": 8.59,
  "total_charge": 0,
  "e_tot_ha": -1661.29120,
  "species": ["C", "C", "C", "C", "C", "C", "O", "O", "C", "O", "O", "C", "C", "C", "C", "C", "N", "C", "C", "H", "H", "H", "H", "H", "H", "H", "H", "H", "H", "H", "H", "H", "H", "H", "C", "C", "C", "O", "C", "O", "O", "H", "H", "H", "H", "H", "H", "C", "C", "C", "O", "C", "O", "O", "H", "H", "H", "H", "H", "H"],
  "xyz": [[-1.42142, 3.73435, 1.12895], [-1.36311, 2.58207, 1.54218], [-1.18549, 1.13802, 2.17932], [0.38268, 0.90468, 2.39790], [0.58880, -0.70909, 2.87362], [1.33502, -0.88364, 4.36946], [-0.21994, -1.14290, 4.02213], [-1.96787, 1.08619, 3.38257], [-1.88426, 2.27635, 4.14254], [-2.90224, 2.94091, 4.20639], [-0.73647, 2.63240, 4.84375], [-0.30901, 3.99041, 4.59304], [1.02268, 4.12523, 3.73950], [-1.62320, 0.03471, 1.10701], [-2.29281, -1.25713, 1.49016], [-2.60112, -2.21685, 0.38285], [-2.32843, -2.06559, -0.96518], [-1.72663, -0.85768, -1.29484], [-1.32608, 0.25137, -0.37505], [-1.84686, 4.75379, 0.92397], [0.92487, 0.94310, 1.41055], [0.83248, 1.52542, 3.21737], [0.86529, -1.48688, 2.03644], [2.06115, -1.62539, 3.82411], [1.13367, -1.63640, 5.18018], [-1.08310, 4.66346, 4.12779], [-0.07601, 4.44359, 5.61528], [1.83788, 3.40111, 4.02822], [1.43246, 5.17026, 3.93159], [0.80322, 4.08771, 2.62251], [-2.50870, -1.43751, 2.58425], [-3.07628, -3.20082, 0.69548], [-1.47180, -0.70777, -2.39288], [-0.80326, 1.19262, -0.75599], [-1.80198, -5.39634, -2.22868], [-1.04956, -4.76821, -3.37755], [-1.75823, -4.86303, -4.69763], [-0.67453, -4.80489, -5.62313], [0.41605, -5.30963, -4.97764], [1.44920, -5.57861, -5.50912], [0.16635, -5.46921, -3.64758], [-1.18057, -5.41181, -1.33063], [-2.71730, -4.84283, -2.01227], [-2.06282, -6.43568, -2.44577], [-0.79133, -3.73240, -3.13278], [-2.45333, -4.03901, -4.86083], [-2.28563, -5.81084, -4.84282], [3.75418, 2.64515, -3.80433], [3.08365, 2.71137, -2.45136], [2.96159, 1.38231, -1.76386], [1.83125, 1.58838, -0.91756], [1.05792, 2.53186, -1.52555], [-0.05434, 2.81265, -1.18603], [1.71501, 3.10605, -2.56867], [3.69365, 3.61297, -4.30650], [4.80480, 2.36536, -3.70693], [3.25737, 1.92238, -4.45634], [3.59072, 3.44719, -1.81805], [3.84550, 1.12977, -1.17777], [2.73626, 0.55693, -2.44580]]
}